(1)
Density functional theory data (wB97M-V/def2-TZVPD) for 2 unconnected molecules or ions with the total composition C6H12NO at a distorted geometry.

Energy above the lowest of the compared OMol25 structures with the same formula, charge and spin ... 670.9 kJ/mol
Highest occupied orbital energy ... -0.502 Ha
Gap between HOMO and LUMO ... 0.1706 Ha
DFT total energy ... -9940.151 eV
LUMO ... -9.01 eV

Structure (ORCA input):
```
! wB97M-V def2-TZVPD RIJCOSX def2/J DEFGRID3
* xyz 1 1
C 0.011 -0.334 1.247
O -0.977 0.135 0.599
C 1.211 0.765 1.410
C 1.466 1.482 0.082
C 1.405 0.569 -1.100
C 2.429 -0.079 -1.652
C -4.008 -1.358 -0.565
N -2.777 -1.348 -0.662
H 0.605 -1.082 0.664
H -0.204 -0.631 2.284
H -2.233 -0.749 0.013
H 2.086 0.167 1.653
H 0.972 1.450 2.222
H 2.412 2.015 0.166
H 0.647 2.181 -0.046
H 3.437 -0.058 -1.267
H 2.295 -0.839 -2.415
H -4.616 -2.075 -1.117
H -4.596 -0.650 0.038
H 0.436 0.440 -1.553
*
```



(2)
Density functional theory data (wB97M-V/def2-TZVPD) for a molecular structure, C6H12NO at a distorted geometry.

Energy above the lowest of the compared OMol25 structures with the same formula, charge and spin ... 425.5 kJ/mol
Highest occupied orbital energy ... -0.469 Ha
Gap between HOMO and LUMO ... 0.3267 Ha
DFT total energy ... -9942.694 eV
LUMO ... -3.87 eV

Structure (ORCA input):
```
! wB97M-V def2-TZVPD RIJCOSX def2/J DEFGRID3
* xyz 1 1
C -3.667 0.579 -0.259
C -2.437 0.588 -0.303
C -0.346 -1.859 -0.373
C 1.570 1.424 -0.549
C 0.964 0.151 1.543
C 0.050 -0.469 -0.649
N 1.183 0.063 0.027
O -1.130 0.790 -0.057
H -4.684 0.591 -0.578
H -1.408 -1.936 -0.333
H -0.103 -2.525 -1.140
H 0.003 -2.166 0.582
H 0.674 2.014 -0.342
H 2.511 1.616 0.049
H 1.781 1.338 -1.629
H 1.475 -0.782 1.961
H 1.671 0.923 1.817
H -0.054 0.444 1.922
H -0.012 -0.180 -1.698
H 1.959 -0.604 0.012
*
```



(3)
Density functional theory data (wB97M-V/def2-TZVPD) for 2 unconnected molecules or ions with the total composition C6H12NO at a distorted geometry.

Energy above the lowest of the compared OMol25 structures with the same formula, charge and spin ... 357.4 kJ/mol
Highest occupied orbital energy ... -0.540 Ha
Gap between HOMO and LUMO ... 0.2898 Ha
DFT total energy ... -9943.401 eV
LUMO ... -6.80 eV

Structure (ORCA input):
```
! wB97M-V def2-TZVPD RIJCOSX def2/J DEFGRID3
* xyz 1 1
C 1.532 0.991 0.833
C -1.380 0.256 0.819
C -2.172 1.407 0.276
C -0.811 -2.198 -0.049
C 2.520 0.118 -1.087
C -0.922 -0.757 -0.163
N 1.449 0.173 -0.088
O -1.141 0.151 2.016
H 0.647 1.125 1.491
H 2.232 1.835 0.994
H -2.713 0.994 -0.589
H -2.936 1.681 0.981
H -1.669 2.286 0.062
H -1.654 -2.558 -0.599
H 0.044 -2.651 -0.629
H -0.878 -2.825 0.870
H 2.689 -0.898 -1.382
H 3.376 0.537 -0.656
H 2.345 0.775 -1.979
H -0.559 -0.442 -1.121
*
```



(4)
Density functional theory data (wB97M-V/def2-TZVPD) for a molecular structure, C6H12NO at a distorted geometry.

Energy above the lowest of the compared OMol25 structures with the same formula, charge and spin ... 698.0 kJ/mol
Highest occupied orbital energy ... -0.474 Ha
Gap between HOMO and LUMO ... 0.1393 Ha
DFT total energy ... -9939.871 eV
LUMO ... -9.12 eV

Structure (ORCA input):
```
! wB97M-V def2-TZVPD RIJCOSX def2/J DEFGRID3
* xyz 1 1
C -0.896 -0.399 -0.919
O -0.894 -0.120 0.394
C 0.599 -0.371 -1.492
C 1.557 0.424 -0.623
C 2.109 -0.378 0.529
C 3.359 -0.291 0.962
C -2.377 0.628 1.116
N -3.202 0.516 0.141
H -1.401 -1.356 -1.135
H -1.414 0.374 -1.522
H -4.113 0.114 0.411
H 0.937 -1.396 -1.625
H 0.509 0.117 -2.459
H 2.406 0.858 -1.150
H 0.976 1.241 -0.185
H 4.024 0.448 0.526
H 3.739 -0.859 1.798
H -2.470 -0.035 1.980
H -1.835 1.575 1.247
H 1.418 -1.144 0.883
*
```